No. 1
C43H36AsEuNO2PS2 | ωB97M-V/def2-TZVPD

Atoms and positions in Å:
N  -4.9303  2.5797  -0.3328
C  2.2899  0.4719  -3.3748
S  -1.9639  3.3298  0.0080
As  2.7211  -3.2886  0.6274
C  -7.0618  4.3548  -0.0264
C  -2.0496  -4.9497  -0.6892
C  -2.4056  -4.9181  0.6526
C  1.8297  1.8523  1.4392
C  1.0645  2.2178  -1.6147
C  3.4399  -3.3837  -3.5282
C  -2.5759  -2.6019  -0.9326
H  -3.1467  -3.6735  2.2458
C  0.0780  2.3252  3.5352
C  5.5713  -3.5766  1.2178
H  -2.0995  6.0861  0.1840
C  -5.7423  4.8481  0.0067
C  -4.1666  6.6568  0.1771
C  4.3612  -2.3966  2.9021
C  -2.8416  -3.7278  1.2091
C  -3.3427  4.3810  0.0088
C  4.4738  -1.9980  -1.3684
C  -7.2798  3.0299  -0.2632
H  -1.3228  1.1279  2.4562
C  -2.9373  -2.5878  0.4285
C  0.9914  0.8433  -1.3829
H  -0.1400  -1.7719  1.1947
H  5.4789  -1.8025  4.6235
H  1.5468  -1.1005  -2.1429
H  -5.6715  0.3559  -1.5082
H  2.0582  -1.1264  1.8699
H  7.6503  -3.9004  1.6104
C  4.3742  -3.0211  1.6608
C  4.9484  -1.7436  -2.6410
C  1.6004  -0.0288  -2.2810
H  2.9274  2.2265  -4.4322
H  -2.3622  -5.8078  1.2645
H  5.7252  -1.0056  -2.7880
P  -0.0906  0.3157  -0.0070
H  -8.2779  2.6236  -0.3012
C  -3.1200  5.7450  0.1233
C  -0.3239  1.5555  2.4596
H  -7.4198  0.6395  -1.2918
C  -6.1838  2.1703  -0.4649
C  2.2175  2.6478  2.5043
H  2.5817  -0.7737  0.2215
C  -4.6829  3.9007  -0.1019
H  -6.2923  6.9081  0.2029
H  1.8342  3.7763  -2.8406
H  5.6009  -4.0760  0.2559
O  -2.4198  -0.5892  1.5920
S  -2.7098  -1.2014  -1.9813
C  1.9720  -1.4465  0.8306
C  4.4248  -2.4308  -3.7253
H  3.4390  -1.9724  3.2791
C  0.5505  1.3053  1.4029
H  -1.8294  -3.8253  -2.5075
H  4.7927  -2.2242  -4.7204
H  -6.4384  0.1199  0.0748
H  0.5614  2.8961  -0.9374
H  2.5232  1.6627  0.6315
H  3.1997  3.0990  2.5039
H  1.6555  3.4980  4.3865
C  2.9800  -3.6468  -2.2482
C  -3.3075  -1.2624  0.9927
H  -0.6066  2.5087  4.3495
H  7.5902  -2.7860  3.8113
H  0.3305  -1.9970  -0.4996
O  -4.3953  -0.7102  0.6928
C  -6.4429  0.7417  -0.8239
C  0.5115  -1.3911  0.3993
H  3.0327  -3.9210  -4.3738
H  -1.7204  -5.8761  -1.1384
C  5.5114  -2.3007  3.6652
H  2.7534  -0.2131  -4.0709
C  1.3455  2.8828  3.5551
H  -3.9531  7.7101  0.2728
C  6.7247  -3.4792  1.9748
Eu  -2.9684  0.7915  -0.1249
H  -7.8839  5.0380  0.1261
C  1.7731  2.7093  -2.6924
C  -5.4654  6.2183  0.1382
C  -2.1203  -3.8099  -1.4680
C  6.6964  -2.8479  3.2070
H  4.8793  -1.4530  -0.5234
C  2.3848  1.8380  -3.5813
C  3.4835  -2.9502  -1.1549
H  2.2116  -4.3972  -2.0911

Properties
- Multiplicity: 8
- Net charge: -1
- DFT total energy: -5949.43427 Ha
- Expectation value of S²: 15.761

***

No. 2
C3H9FSi | ωB97M-V/def2-TZVPD

Atoms and positions in Å:
H  0.5809  -2.3976  -0.4048
H  -0.1971  2.1082  -0.3332
H  1.6656  -0.5005  1.5235
Si  -0.4430  -0.2348  0.2226
C  1.0567  0.2978  1.4687
H  -0.6831  -1.8028  -1.4950
H  -0.8187  1.0067  -1.6940
C  -0.8797  1.3290  -0.6879
H  0.9781  -0.9254  -1.5403
C  0.2301  -1.5061  -0.9649
H  -1.8859  1.5862  -0.4719
H  0.6287  0.6848  2.3199
F  -1.7367  -0.8318  1.0834
H  1.5040  1.1864  0.9740

Properties
- Net charge: 0
- DFT total energy: -509.12169 Ha
- Energy above the lowest of the compared OMol25 structures with the same formula, charge and spin: 20.7 kcal/mol
- SMILES: C[Si](C)(C)F

***

No. 3
C24H39Br2ClN2O3 | ωB97M-V/def2-TZVPD

Atoms and positions in Å:
C  -2.4470  -0.2165  -0.0814
C  3.9335  -4.6252  -0.2280
Cl  -2.7055  3.6489  -1.6235
C  -1.8002  -3.3876  0.5423
O  -1.4052  -1.0708  0.1914
H  -0.4164  1.1813  1.9259
C  2.1187  -2.4714  2.2102
C  3.0864  0.0248  -0.7685
H  3.2613  -3.6010  -2.6817
N  -2.0432  1.0946  -0.2069
H  2.1598  -0.4168  -0.4003
C  2.7204  1.8107  1.0329
H  -5.0873  5.2697  0.0195
C  4.3640  -3.3182  -0.8967
H  3.7322  0.5864  -2.7246
Br  -2.1172  -3.0482  2.3689
H  1.9242  -4.0687  0.2821
C  -1.5679  -2.3534  -0.2603
C  -6.0637  5.7154  -0.0457
H  -0.1911  0.6612  -0.9958
H  -8.1645  8.0973  -0.1878
H  2.1823  -0.2161  -2.7050
Br  -1.3393  -2.5555  -2.1164
H  -1.2650  -5.0334  -0.7191
H  -7.4715  3.9728  -0.1359
H  -5.6736  7.9091  -0.0229
H  0.7241  0.2404  1.0073
H  1.9611  -1.9049  1.2965
H  -2.9348  -5.0706  -0.0863
H  -1.5884  -5.4503  0.9654
N  -7.6875  7.2167  -0.1536
C  -1.8980  -4.8211  0.1351
O  -3.2053  4.3340  0.8059
C  3.1480  -3.5785  1.9905
H  4.9584  -1.4332  -2.4449
H  3.3799  2.6013  1.3960
C  3.0725  1.5155  -0.4354
C  -7.3126  5.0382  -0.1266
H  4.7966  -5.0556  0.2866
H  1.1880  2.7875  2.1761
C  -0.5933  1.3528  -0.2584
H  1.1360  3.0887  0.4679
C  -2.9180  3.4172  0.1122
H  -0.4643  2.3495  -0.6646
C  -8.2935  5.9911  -0.1914
H  4.1512  -3.1675  1.9023
H  -3.8323  1.6528  0.6807
H  2.4015  -2.6030  -1.5154
H  3.9224  -0.4297  -0.2382
H  3.6549  -5.3383  -1.0059
H  3.7727  -1.6510  -3.7422
C  1.2860  2.2999  1.2063
H  4.5470  -2.5677  -0.1301
H  2.5146  -5.4679  1.1467
H  1.1783  -2.9247  2.5206
H  5.3122  -3.4908  -1.4087
H  4.0541  1.9232  -0.6782
C  2.7999  -4.4797  0.7902
H  3.1580  -4.1964  2.8895
C  3.1833  -0.2444  -2.2723
C  -6.3303  7.0576  -0.0656
H  2.9295  0.9453  1.6629
C  -2.8013  2.0040  0.6301
C  3.8959  -1.5358  -2.6666
H  2.3589  2.0299  -1.0824
O  -3.5841  -0.5955  -0.1688
C  3.3827  -2.8048  -1.9468
C  0.2153  1.2007  1.0402
H  2.4240  -1.7978  3.0101
H  -9.3639  5.9025  -0.2596
H  -2.4236  2.0711  1.6503

Properties
- Net charge: 0
- DFT total energy: -6881.33322 Ha
- SMILES: CCCCCCCCCCCCCCN(CC(=O)Cl)C(=O)O/C(Br)=C(/C)Br.c1cc[nH]c1

***

No. 4
C24H33F2OSi | ωB97M-V/def2-TZVPD

Atoms and positions in Å:
C  -1.7358  3.0066  1.9938
F  -0.4787  -4.5238  -3.6615
H  0.7945  -2.7833  1.0853
H  -0.1704  -6.8051  -2.4102
H  -2.7044  3.4240  2.3136
C  0.0498  -2.1889  -0.8930
H  -1.5378  -0.7797  0.6829
C  0.1503  -0.6777  -0.5813
C  -1.0721  2.3800  -2.6222
H  2.0766  3.6039  3.5216
H  -2.8362  1.4453  3.9282
C  -0.2053  -4.0521  -2.4005
H  2.8698  0.3054  4.5004
H  -2.9719  1.0477  0.2421
C  -0.6841  2.0426  -3.9204
C  -0.4567  -2.7208  -2.0853
H  -3.9396  1.5391  1.6619
C  -0.4908  -0.4359  0.7232
H  -1.8989  -0.0307  3.6271
H  2.7552  3.6839  1.8829
H  -1.6677  2.5029  -5.7921
H  1.1920  0.8595  4.7074
H  -1.3356  3.8919  -4.7404
C  -0.9408  2.9334  -5.0913
H  1.5397  -6.3631  -2.5953
C  -1.8100  1.4819  2.0447
H  1.0475  -5.1645  0.5390
C  0.6702  -4.4610  -0.2187
H  1.2422  -0.5113  -0.4651
C  0.3860  -4.9325  -1.5016
H  -1.0692  1.4962  4.1138
Si  2.1123  1.3534  2.4330
H  4.1804  0.4213  1.5411
H  -0.0239  -1.0959  1.4742
C  0.6831  -6.3326  -1.9073
C  -1.8904  1.0628  3.5171
C  -0.5380  0.9145  1.3840
H  -1.0857  1.8747  -0.5311
C  -0.8328  1.5237  -1.5368
H  -3.2472  -0.0842  1.5993
H  3.7282  3.0274  3.2163
C  -0.0583  0.8149  -4.0958
C  2.7117  3.0772  2.7970
C  -0.2098  0.2799  -1.7415
H  -0.9774  -2.1020  -2.8130
H  3.1855  1.1075  0.2488
H  -1.5163  3.3731  0.9818
C  1.8892  0.3818  4.0035
C  0.2217  -0.0416  -3.0363
C  0.5152  -3.1090  0.0787
C  3.1540  0.5155  1.1687
H  -0.9673  3.3851  2.6820
O  0.5605  1.5307  1.7000
H  1.5276  -0.6378  3.8026
H  -0.0306  3.1474  -5.6621
H  0.9512  -6.9220  -1.0201
C  -3.0583  0.9654  1.3350
H  -1.5670  3.3418  -2.4829
F  0.2446  0.4565  -5.3845
H  2.7971  -0.4876  0.9245
H  0.7728  -0.9554  -3.2658

Properties
- Net charge: +1
- DFT total energy: -1498.59572 Ha
- Energy above the lowest of the compared OMol25 structures with the same formula, charge and spin: 0.0 kcal/mol

***

For the records above, the corresponding max |F| values read 3.84 5.56 1.29 2.73 eV Å⁻¹.